Entry 1:
Formula: C54H64N5O3RuS2Si
Source: OMol25
Level of theory: wB97M-V/def2-TZVPD

Element x y z (Å)
H -5.140 -5.021 -0.412
H -0.046 5.556 0.674
C 1.941 -1.051 -2.514
H -0.734 -5.886 -0.572
C -5.392 3.084 3.364
C -1.263 3.896 3.485
H -5.021 2.858 4.370
C -0.004 0.347 -2.114
C 2.821 -5.565 -1.423
H 0.102 2.457 -3.990
C -6.833 -2.885 0.120
H 4.734 2.676 -0.845
H 0.679 5.075 -2.543
H -7.287 -3.866 0.148
C 4.653 -0.598 -1.059
C -0.149 0.423 -4.634
C 4.672 -3.710 -0.567
H 0.244 -5.044 1.549
N -2.992 0.885 1.181
H -8.560 -1.961 -0.791
C -0.184 4.622 0.114
H -5.841 -5.502 1.153
N 1.407 0.301 -2.388
H -2.116 4.195 -2.603
H -0.786 6.009 -2.912
C -3.500 -2.308 -2.366
H 1.497 -3.914 -1.649
H -0.841 4.666 4.118
H -4.075 -5.562 0.911
C -0.121 5.690 -2.103
H -3.006 -2.681 -3.275
H 2.700 0.906 -3.891
Ru 0.605 0.832 1.143
C 6.708 0.060 0.058
C 2.495 -4.226 -1.382
C -2.308 1.877 1.895
C -0.914 2.003 1.971
H 4.295 5.138 -0.763
C -1.589 3.866 -1.707
H -2.314 3.467 -1.002
C -4.985 -5.009 0.673
H -5.179 0.594 -0.207
H -5.541 4.168 3.276
H 2.135 2.192 -2.824
C -3.158 2.791 2.560
H -1.826 0.570 -3.270
C -0.437 3.012 2.816
H 0.326 6.580 -1.658
H 0.497 -0.398 -4.953
C -4.934 -1.421 0.541
C -0.320 -4.381 0.908
H 1.128 -1.774 -2.620
H 1.173 1.999 -5.315
O -2.592 -1.799 -1.435
S 2.769 1.625 2.836
H 3.937 0.315 5.827
H 7.029 0.406 -3.284
C 5.009 -5.046 -0.596
H 2.545 -1.149 -3.422
C 1.823 1.286 -3.363
H -0.874 0.607 -5.435
H 0.633 3.132 2.930
C -5.562 -2.692 0.600
C 4.086 -5.992 -1.035
H 1.305 -1.797 0.865
H 1.341 -1.605 5.903
H 0.074 -0.428 6.207
H 5.990 -5.367 -0.264
C 7.303 0.346 -1.162
H -7.478 0.263 -0.964
H -4.149 -1.471 -2.632
C 1.968 -0.959 0.627
C 1.174 3.955 -0.041
H 3.002 1.137 -0.198
C -7.552 -1.805 -0.429
H -0.109 -2.697 2.216
C -6.940 -0.563 -0.516
H -0.231 1.353 -1.750
O -4.536 2.589 2.378
H -0.894 3.067 -1.982
C -2.629 -0.419 0.974
C 1.127 -0.536 5.954
C 3.414 -3.256 -0.969
H 4.252 1.845 4.994
H 2.086 -6.291 -1.751
C 0.723 1.650 -4.381
N -1.387 -0.837 0.865
C 6.571 0.171 -2.329
H -3.291 4.506 3.844
H 4.345 -7.044 -1.050
H 2.674 -0.889 1.469
C 3.503 4.418 -0.583
N -3.656 -1.349 1.052
H -3.987 0.977 1.340
C -1.228 -2.167 0.480
C -1.635 -4.004 -1.063
H -4.117 -3.112 -1.942
C -0.882 0.029 -3.348
C 1.434 2.573 0.087
H 4.951 -0.602 1.059
C -2.641 3.802 3.342
H -0.225 -0.344 -1.296
C 1.385 0.097 4.611
C 2.460 0.898 4.364
H -1.115 -1.034 -3.381
C 3.752 3.058 -0.596
O -4.788 -3.712 1.155
H 3.021 1.773 6.257
N -0.908 4.993 -1.112
C 2.219 4.841 -0.315
C -0.497 -3.063 1.275
H 7.264 0.203 0.977
Si 2.932 -1.410 -0.909
H -3.291 -2.284 1.223
H 8.319 0.720 -1.202
H 5.397 -2.985 -0.226
C 5.406 -0.396 0.101
C -0.872 -4.858 -0.268
H 4.728 -0.429 -3.195
C -1.824 -2.686 -0.704
H 1.733 -0.091 6.740
H -2.074 -4.389 -1.975
C -5.654 -0.362 -0.060
H -6.353 2.587 3.214
C 2.742 2.183 -0.240
C 5.272 -0.294 -2.271
H -0.861 3.988 0.677
H 2.017 5.907 -0.299
S 0.218 -0.344 3.418
C 3.476 1.223 5.432

energy relative to the best compared isomer or geometry (same formula, charge and spin)	248.2	kJ/mol
spin multiplicity	2
total charge	-2
HOMO (spin up / spin down)	-0.1 / -0.1	eV
LUMO level (spin up / spin down)	3.58 / 3.58	eV



Entry 2:
Formula: C54H65BrN2O3PtSSb2
Source: OMol25
Level of theory: wB97M-V/def2-TZVPD

Element x y z (Å)
H 2.250 -3.081 5.195
C 3.643 2.166 4.187
H 4.289 1.641 -3.527
H -2.341 -0.101 2.238
C -0.033 1.472 1.711
C -3.690 -0.957 -1.670
C 1.259 1.288 4.366
H -2.162 -7.935 1.431
H 0.921 4.349 -4.721
H 1.310 -0.501 -4.474
H 0.686 3.823 3.419
C -5.731 3.260 -1.153
H 1.830 2.065 -4.875
H -3.832 -0.855 -2.748
C 2.586 0.429 -2.971
H 2.713 0.344 -5.149
C -1.998 -2.821 -2.022
C 0.936 4.328 -2.581
C 2.413 -4.926 -4.470
C -4.846 2.225 -1.419
Pt 1.820 -0.550 0.911
H -3.218 -2.505 -0.243
H -1.267 -0.866 6.319
H -4.625 -0.692 -1.173
H 1.844 2.031 6.279
H -0.283 -3.052 3.493
C -0.701 -4.606 0.067
H 3.524 -1.859 5.463
H -1.880 -2.244 -2.939
O 3.254 -0.614 2.912
C 1.591 2.478 -3.906
H 0.682 -5.871 -0.994
H -2.022 -3.875 -2.295
C -3.291 -2.390 -1.327
H -0.236 -7.960 -0.121
H 2.357 4.406 3.385
C -0.154 -5.829 -0.310
H -4.113 4.699 1.448
C 2.155 -4.339 -2.150
C 0.272 1.910 0.367
H -2.209 -3.670 1.270
C 4.064 0.825 -2.833
Br 3.587 -1.903 -0.098
C -0.217 4.993 0.292
C 1.254 -4.225 -4.767
H -0.716 2.080 2.305
C 1.680 3.691 3.855
Sb -0.145 -2.721 -0.839
H -3.142 -5.768 2.127
O 1.700 -2.368 2.485
C -2.302 -5.792 1.442
H 2.925 -1.194 -4.320
N 0.515 0.454 2.235
C 1.098 3.766 -3.826
O 4.040 -2.957 3.042
H -1.063 1.919 -6.834
H 0.687 5.380 -2.498
H 0.260 0.623 7.542
C -5.463 4.160 -0.129
C 1.194 1.346 5.750
C -0.540 -0.276 5.773
C -2.057 -1.139 2.422
C 2.361 -0.261 -4.311
H 4.273 2.863 3.632
H -2.943 -1.754 2.244
H 4.034 1.163 4.045
C -2.283 2.303 -3.693
H -0.353 -3.050 -4.023
H -6.632 3.365 -1.744
C 1.161 4.483 -0.151
C -1.775 -4.606 0.951
C -3.438 2.969 0.370
N 1.231 1.429 -0.324
H 2.963 -5.426 -5.258
C 1.807 1.701 -2.776
H -1.289 -1.418 1.700
C -3.681 2.073 -0.668
H -0.860 -2.924 5.156
H -0.533 -0.580 -3.410
H -0.101 -0.105 -5.778
H 2.324 -0.277 -2.191
H 2.881 3.453 0.712
H -2.422 3.480 -5.479
S 2.956 -2.031 3.217
H 2.532 -4.382 -1.137
C -0.519 -0.390 4.381
C 1.431 2.224 -1.510
C -1.783 1.146 -3.102
C 1.130 3.603 -1.409
C -4.319 4.010 0.639
H 0.897 -4.171 -5.788
H -2.552 2.854 0.988
C -0.674 -7.018 0.184
H 4.294 1.158 -1.820
H -0.105 5.661 1.148
C -2.021 2.580 -5.031
H 4.708 -0.020 -3.060
C 2.203 2.261 3.671
H 1.833 -1.337 5.194
H 1.696 5.368 -0.502
C -1.255 1.707 -5.790
H 3.707 2.431 5.244
H -5.065 1.534 -2.225
C -1.753 -7.006 1.056
C -1.143 -2.791 4.110
C 2.589 -2.076 4.952
C 0.545 -3.589 -3.755
H -6.144 4.978 0.067
H -2.885 2.995 -3.117
C 2.862 -4.981 -3.159
H -0.317 2.729 -0.034
H 2.237 2.032 2.605
Sb -2.235 0.541 -1.085
C -0.723 0.569 -5.200
H 1.412 3.303 1.686
C 0.414 0.392 3.683
H -0.707 5.547 -0.508
C 1.978 3.973 1.036
C 0.985 -3.635 -2.434
H 2.276 4.826 1.647
H 3.766 -5.525 -2.913
H -2.447 -1.164 4.500
C -1.581 -1.346 3.856
H -1.959 -3.478 3.895
C -0.978 0.299 -3.864
C 0.307 0.563 6.462
H 1.608 3.941 4.915
H -0.893 4.188 0.588
H -4.098 -3.060 -1.640

HOMO (spin up / spin down)	-7.7 / -7.6	eV
LUMO level (spin up / spin down)	-1.53 / -1.52	eV



Entry 3:
Formula: C54H65CrN8
Source: OMol25
Level of theory: wB97M-V/def2-TZVPD

Element x y z (Å)
H -5.789 -4.834 0.133
H -3.515 -4.545 2.913
C -0.114 5.622 -0.937
H 3.747 1.854 1.749
H 1.595 -2.042 7.062
H 0.576 -0.113 -7.519
H -2.341 2.247 1.392
C -1.992 -2.793 -0.540
C -5.059 -4.056 0.364
C -3.145 1.531 1.464
H -2.635 -1.604 -5.771
H 0.004 -1.553 -6.661
C 0.076 -0.015 -3.189
H -6.412 1.390 2.389
H -3.455 -4.980 -0.739
H -0.248 5.505 1.669
C 2.919 1.305 1.315
H 3.742 4.099 -4.845
H -5.266 -3.679 1.368
H -1.749 -5.834 4.157
H -2.986 4.104 -0.212
C 2.224 0.646 3.649
H -1.724 4.543 1.767
Cr 0.418 -0.447 -0.124
H 3.898 -4.583 -0.106
H -3.078 -2.689 -4.474
H 6.393 1.195 -1.150
C -1.280 3.043 -1.103
N -1.293 5.319 -0.121
H 4.955 0.428 3.423
H -2.465 4.781 -1.757
C -5.441 1.060 2.043
C 0.714 4.327 -1.184
C -1.745 -1.119 -3.897
H -0.459 6.061 -1.877
C -0.554 0.308 -5.696
C 0.425 -2.999 -0.056
H -0.372 -5.007 -0.096
C 0.504 -0.678 3.027
C -1.502 -5.254 3.265
C -1.263 -2.129 2.098
N -1.623 -0.112 0.649
C -2.896 -1.637 -4.709
H 2.938 1.563 5.431
H -4.481 -0.882 -3.431
C -0.759 -0.245 -4.318
N -0.383 -0.709 -2.109
H 4.970 2.536 -3.345
H -0.644 -2.154 4.127
H 3.773 1.668 -4.280
C 4.627 0.667 4.436
C 0.511 -4.380 -0.079
C 2.789 -2.738 -0.088
H 7.051 2.266 0.100
H -1.517 0.375 -6.209
C 3.296 1.876 -2.215
C 6.151 1.749 -0.241
H 0.475 6.379 -0.413
H 1.367 -0.643 -6.024
C 1.536 -2.150 -0.083
C 1.240 -0.188 4.144
C -0.012 3.457 0.898
C -2.515 -4.127 3.037
H 4.549 -0.274 4.983
C 3.278 1.393 4.406
H -3.248 -2.685 -2.248
C -2.111 4.324 -0.829
H 1.726 4.413 -0.779
H -3.842 -1.734 1.015
H 5.862 1.022 0.520
C -5.201 -0.272 1.736
H -0.443 2.578 1.380
N 1.850 0.774 -0.817
C 3.894 2.405 -3.483
C -1.491 -1.411 -2.530
H 1.289 0.275 6.221
C -0.842 4.745 1.153
C -2.878 0.186 1.133
C -3.963 -0.702 1.286
C -4.390 1.956 1.892
C 2.829 1.337 -0.069
H -6.003 -0.999 1.824
H 1.896 -6.018 -0.115
H -4.018 0.218 -4.722
C 3.757 2.037 -0.950
H -3.522 -5.456 0.943
H -1.737 2.156 -0.666
C 2.073 1.087 -2.122
N -1.016 -1.354 0.961
C -2.586 -3.559 0.578
C 1.787 -4.940 -0.095
C -0.525 -1.701 3.149
C -3.630 -4.602 0.271
H 0.800 4.104 -2.250
N 0.059 3.199 -0.537
H 5.399 1.276 4.913
H -1.167 2.852 -2.174
H -1.480 -5.931 2.409
C 1.251 0.772 -3.186
C 0.406 -0.546 -6.531
H 1.552 1.171 -4.148
H 2.826 -1.695 5.839
N 1.016 -0.136 1.872
H 1.009 3.552 1.274
H 3.399 4.493 -3.151
C -4.180 -0.834 -4.479
H 1.433 -2.681 5.418
N -0.786 -2.229 -0.144
C 0.996 -0.558 5.576
H -5.208 -3.230 -0.333
C 2.913 -4.129 -0.091
H 5.310 3.457 -1.261
H -2.557 -3.489 3.923
C 5.005 2.731 -0.503
H -0.074 -0.709 5.741
H 2.207 3.621 -4.109
H 4.803 3.302 0.408
H -5.004 -1.207 -5.092
C 2.067 0.645 2.229
C 1.755 -1.818 6.005
H -0.497 -4.847 3.383
C -2.143 -3.285 1.844
H 3.684 -2.123 -0.109
H -0.169 1.329 -5.632
H -4.531 3.004 2.134
C -2.329 -2.359 -1.771
H 3.417 2.382 3.960
C 3.276 3.735 -3.926

spin multiplicity	5
total charge	-1
HOMO (spin up / spin down)	-2.9 / -3.9	eV
LUMO level (spin up / spin down)	2.11 / 1.50	eV



Number 1: calculated total energy -3776.2504 a.u.. Number 2: calculated total energy -6003.8306 a.u.. Number 3: calculated total energy -3579.2001 a.u..